The following is a DFT calculation (ωB97M-V with the def2-TZVPD basis set) of a molecular structure, C31H29AuBBrN11O at a distorted geometry.

Each line ends with the Mulliken spin population.
CARTESIAN COORDINATES (ANGSTROEM)
C 0.858 -5.384 3.328  -0.0001
C -2.292 1.186 -1.659  0.0169
C -2.383 2.306 1.746  -0.0038
N 0.278 -1.185 2.611  -0.0203
C 2.222 -5.164 2.987  -0.0003
C 0.194 -4.306 2.816  0.0001
H 3.990 -6.145 2.394  0.0000
C -5.128 1.357 -1.248  -0.0007
N 1.114 -3.492 2.204  0.0013
Au -0.096 0.641 0.275  0.4945
H -1.649 2.450 2.518  0.0067
C 0.340 -0.132 4.561  0.0109
C 0.521 2.274 3.608  -0.0012
H 4.178 1.714 -0.993  -0.0004
N 1.828 -0.283 0.274  0.2363
O -1.046 1.079 -1.766  0.0390
C -0.551 -3.679 -0.144  0.0004
H 2.629 1.435 -1.801  -0.0014
H -3.939 3.327 2.798  0.0000
C -0.845 -3.536 -1.476  -0.0011
C 3.984 -0.751 0.242  0.0060
N 2.318 -4.015 2.311  -0.0003
C -0.621 -1.525 -3.092  -0.0014
C -3.688 2.763 1.917  0.0010
C -4.235 1.787 -0.196  -0.0015
C -2.860 1.543 -0.368  -0.0120
C 3.400 -5.985 3.297  0.0000
H 4.059 -5.461 3.994  0.0000
H 0.447 -6.221 3.854  0.0000
C -8.069 0.463 3.339  -0.0002
H -8.647 1.941 1.908  0.0000
N -0.292 -1.565 -0.637  0.0248
H 0.322 -2.336 4.395  -0.0016
C -7.308 -0.687 3.562  0.0008
N -0.195 -2.470 0.355  -0.0086
C -0.631 -2.171 -1.764  -0.0036
H -2.834 0.824 -3.720  -0.0001
C -6.554 -1.252 2.531  -0.0001
C -3.219 1.023 -2.731  0.0032
N -7.181 1.186 -0.113  0.0011
H -6.016 -2.172 2.703  0.0000
N -6.434 1.231 -1.073  -0.0006
H -0.562 -4.567 0.455  -0.0001
N 1.997 -1.466 0.896  -0.0274
H 1.455 2.489 4.123  -0.0009
N 0.280 0.142 2.368  0.1897
C -4.631 2.478 0.956  0.0032
H 5.038 -0.681 0.069  0.0017
H 2.662 2.263 -0.252  -0.0015
H 0.277 -1.857 -3.616  -0.0002
H -0.845 -4.045 2.849  0.0001
H -5.645 2.832 1.066  -0.0003
C -7.211 0.567 1.080  0.0007
H -1.482 -1.821 -3.686  0.0000
C 0.312 -1.362 3.947  -0.0037
H -0.574 -0.445 -2.998  0.0013
C 3.305 -1.763 0.891  -0.0071
H 0.374 0.070 5.611  0.0014
C -8.050 1.064 2.102  0.0007
H -5.252 0.847 -3.320  0.0000
H 3.658 -2.667 1.349  -0.0012
C -4.567 1.073 -2.518  0.0003
C 3.004 0.177 -0.136  -0.0068
C 0.345 0.805 3.519  -0.0046
H -1.175 -4.290 -2.161  0.0000
Br -7.313 -1.510 5.265  0.0003
H -8.676 0.862 4.137  0.0000
C 3.132 1.472 -0.836  0.0088
H -5.924 -1.064 0.498  0.0000
H 0.574 2.720 2.617  -0.0004
N -1.983 1.739 0.629  0.0657
C -6.496 -0.634 1.307  -0.0002
B 0.784 -2.180 1.522  -0.0025
H -0.277 2.727 4.194  -0.0008
H 3.121 -6.938 3.736  0.0000

## Properties
orbital gap (spin up / spin down)	3.21 / 3.22	eV
total charge	+2
molecular weight	859.33	g mol⁻¹
2S+1	2
HOMO energy (spin up / spin down)	-12.52 / -12.52	eV
electronic energy	-125450.508	eV

=====

The following is a DFT calculation (ωB97M-V with the def2-TZVPD basis set) of a molecular structure, C31H29Cl7F6FeN5O4PS3 at a distorted geometry.

Each line ends with the Mulliken spin population.
CARTESIAN COORDINATES (ANGSTROEM)
C 2.541 -2.686 0.526  0.0026
H 1.270 -0.692 -1.461  -0.0182
C 2.539 1.397 -0.021  0.0088
N -1.706 3.151 -2.234  0.0027
C 0.036 -2.723 -2.424  0.0107
S -0.911 -2.078 -1.161  0.0006
C 1.443 -2.328 -4.391  0.0001
P 0.926 -0.481 1.268  0.0976
H 5.741 2.412 0.370  0.0000
H 0.676 -5.188 -4.332  0.0000
C 1.423 -2.236 1.220  0.0175
C 0.787 -4.901 -3.285  0.0004
H 0.699 -2.944 -4.888  -0.0001
C -4.513 -1.503 1.745  0.0044
C 1.862 -4.963 0.887  0.0030
Cl -3.545 -0.696 0.472  0.0163
C -0.852 2.461 1.118  0.2314
H -1.727 -5.332 -3.365  -0.0002
S -0.567 4.165 -1.594  0.0088
C 4.834 1.844 0.530  -0.0002
C 3.637 0.116 1.697  -0.0042
O -1.277 5.262 -0.937  0.0006
F 0.158 1.554 -4.325  -0.0004
C -0.355 0.313 3.532  -0.0066
Cl -4.536 2.765 0.094  0.0184
C 3.706 2.116 -0.229  0.0035
H -3.406 1.069 2.676  0.0013
H 2.767 -1.113 -2.310  0.0004
C -3.185 3.302 0.971  0.1603
H 2.023 -6.023 0.739  0.0001
C -0.338 0.706 4.878  -0.0055
C -1.478 1.237 5.433  0.0021
H 5.684 0.615 2.069  0.0003
O -2.535 0.781 -1.848  0.0109
C -3.247 4.406 1.757  0.0290
H 0.563 0.572 5.462  0.0003
C 4.800 0.840 1.487  0.0008
H 1.575 -0.304 3.531  0.0028
N 0.744 -0.277 2.960  -0.0007
C -2.545 0.976 3.330  0.0056
H -1.493 1.536 6.472  0.0001
H 0.701 -5.803 -2.676  0.0001
N -1.445 0.454 2.772  0.0173
H -5.134 -2.251 1.267  0.0009
C 0.526 -3.164 1.749  0.0007
O -2.156 2.451 0.711  0.0749
C -0.331 3.361 2.023  0.1624
F 0.839 4.115 -3.821  0.0001
C -1.530 -4.593 -2.588  -0.0011
F 0.484 6.124 -3.087  0.0002
H -2.318 -3.847 -2.599  0.0001
H 3.622 -0.675 2.440  0.0000
C -1.066 1.137 -4.003  -0.0023
H -3.538 1.780 5.040  -0.0005
S -1.430 1.629 -2.239  -0.0180
H -5.105 -0.749 2.250  0.0006
N -0.248 -3.965 -2.869  0.0021
H 3.638 -4.389 -0.170  -0.0001
C 1.699 -0.912 -2.429  0.0134
H 2.421 -2.811 -4.455  0.0001
O -0.182 1.218 -1.590  -0.0386
H 3.240 -1.970 0.114  0.0011
C 0.750 -4.520 1.592  -0.0046
Cl -4.773 5.182 1.837  0.0050
H -1.536 -5.084 -1.611  -0.0009
H 1.499 -1.371 -4.912  0.0000
H -0.354 -2.816 2.278  0.0012
C -2.168 5.024 2.497  0.1862
C -2.617 1.381 4.641  0.0007
C 2.762 -4.046 0.366  -0.0012
F -1.934 1.590 -4.887  0.0000
H 1.577 -0.033 -3.064  0.0013
Cl 1.282 2.991 2.507  0.0411
F -1.059 -0.200 -4.035  -0.0007
Fe -1.239 0.253 0.322  3.8626
C 2.495 0.399 0.949  -0.0264
C -0.865 4.570 2.595  0.0620
Cl -3.478 -2.298 2.931  0.0006
H 0.053 -5.236 2.007  -0.0001
H 1.776 -4.479 -3.129  0.0000
Cl -2.559 6.478 3.297  0.0456
C -0.072 4.929 -3.258  0.0019
Cl 0.223 5.533 3.490  0.0111
N 1.050 -2.066 -3.013  -0.0016
F -1.102 5.044 -4.082  0.0003
H 1.656 1.617 -0.598  -0.0027
H 3.728 2.890 -0.986  0.0001

## Properties
orbital gap (spin up / spin down)	6.77 / 5.53	eV
total charge	+1
molecular weight	1080.78	g mol⁻¹
2S+1	6
energy relative to the best compared isomer or geometry (same formula, charge and spin)	132.2	kJ/mol
HOMO energy (spin up / spin down)	-10.64 / -10.66	eV
electronic energy	-228392.544	eV

=====

The following is a DFT calculation (ωB97M-V with the def2-TZVPD basis set) of a molecular structure, C31H29ClIrN4O3S5Se at a distorted geometry.

Each line ends with the Mulliken spin population.
CARTESIAN COORDINATES (ANGSTROEM)
C 2.687 -2.902 1.100  0.0396
H -5.985 -2.000 -1.560  0.0002
H 5.428 0.886 2.664  0.0256
Cl 6.099 3.278 1.267  0.0008
H -1.697 -1.767 3.057  0.0014
H -2.531 1.828 2.144  -0.0005
C 4.587 2.427 1.439  -0.0096
C 5.111 1.037 -3.494  0.0068
C -2.528 -1.342 0.148  0.0268
C 3.316 0.616 2.334  0.0053
C -2.667 -1.219 -1.276  -0.0014
C 4.076 0.624 -2.670  -0.0172
C 4.886 1.251 -4.847  -0.0040
C -3.937 -1.459 -1.851  0.0123
C -5.515 1.895 0.586  0.0004
N -0.355 -0.619 -1.838  -0.0376
H -1.832 -0.866 -3.233  -0.0013
C -5.634 2.111 -0.735  0.0004
Se -1.639 2.454 -0.353  0.0041
N -4.167 1.954 0.891  0.0024
H -4.007 1.634 -3.188  -0.0005
H -6.501 2.127 -1.370  0.0003
H -6.255 1.675 1.334  0.0006
H -2.754 -3.026 3.747  -0.0001
H 5.695 1.582 -5.486  -0.0003
O 1.974 -0.058 -1.007  -0.0592
H 1.699 -2.216 4.655  -0.0019
N 0.545 -0.287 -2.805  0.0069
C -5.022 -1.827 -1.094  -0.0084
H 3.514 3.837 0.236  0.0002
H -4.036 -1.355 -2.927  -0.0004
C 2.154 1.089 1.726  -0.0463
H 1.586 0.469 -4.949  -0.0003
C -4.875 -2.006 0.280  0.0188
C 3.045 -3.385 2.330  0.1842
C 1.710 -0.005 -2.294  0.0337
C 5.227 -2.358 1.400  0.4437
H -4.776 3.237 -3.043  -0.0002
H 0.897 -0.408 2.625  0.0128
C -3.645 -1.797 0.881  0.0034
H -3.050 3.026 -2.660  0.0004
S 3.976 -2.129 0.217  0.2494
C 2.248 2.263 0.970  0.0218
C -1.613 -0.881 -2.169  0.0605
C 0.863 0.367 1.854  0.2405
N -4.357 2.305 -1.233  0.0038
H 0.302 -3.316 4.784  -0.0011
C -4.033 2.564 -2.617  0.0004
C 3.450 2.930 0.823  -0.0060
C 1.035 -2.880 4.105  0.0219
S 4.679 -3.123 2.856  0.3257
O -3.608 -1.996 2.240  -0.0001
H 0.525 -2.349 3.301  -0.0006
O -1.429 -1.064 0.830  0.2202
H -1.955 -3.276 2.173  0.0007
C -2.427 -2.541 2.827  -0.0042
C -3.614 1.791 2.221  0.0002
H 3.269 -0.288 2.934  -0.0011
S 6.798 -1.845 1.177  0.7511
H 6.096 1.195 -3.074  0.0000
C -3.448 2.218 -0.228  0.0099
C 3.613 1.049 -5.371  0.0024
C 2.579 0.630 -4.552  -0.0040
C 4.532 1.272 2.195  -0.0005
H 0.034 1.053 2.041  -0.0275
C 2.801 0.413 -3.192  0.0124
H -3.917 0.831 2.636  0.0003
S 1.974 -4.267 3.405  0.0076
H -3.960 2.599 2.868  -0.0002
Ir 0.329 -0.613 0.041  1.2165
H 3.429 1.226 -6.424  0.0001
H 1.361 2.638 0.472  -0.0153
S 1.097 -3.054 0.435  0.2663
H -5.703 -2.319 0.904  0.0015
H 4.248 0.463 -1.613  0.0055

## Properties
orbital gap (spin up / spin down)	5.07 / 5.21	eV
total charge	-1
molecular weight	972.56	g mol⁻¹
2S+1	5
energy relative to the best compared isomer or geometry (same formula, charge and spin)	0.0	kJ/mol
HOMO energy (spin up / spin down)	-2.89 / -5.04	eV
electronic energy	-179603.844	eV